No. 1
C2H2N2O3 in the gas phase at a distorted geometry. Source: the OMol25 dataset; level of theory: wB97M-V/def2-TZVPD.

Atoms and positions in Å:
C: -0.73610 -1.06563 0.10103
C: -1.22206 0.32909 0.07305
N: 0.95076 0.23354 0.47414
N: 0.53109 -1.07535 0.32119
O: 2.05716 1.14477 -0.24048
O: -2.30996 0.71433 -0.22634
O: -0.16924 1.07405 0.34219
H: -1.26933 -1.98663 0.15563
H: 2.16767 0.63182 -1.00040

LUMO (eV): -1.0935
Energy relative to the best compared isomer or geometry (same formula, charge and spin) (kJ/mol): 483.59

Okay, here come the natural (NBO) numbers, in e, for every atom:
1. C -0.08
2. C 0.68
3. N 0.22
4. N -0.19
5. O -0.48
6. O -0.54
7. O -0.31
8. H 0.24
9. H 0.46



No. 2
A molecular structure, C9H18AuCl3I2O3P2 at a distorted geometry. Source: the OMol25 dataset; level of theory: wB97M-V/def2-TZVPD.

Atoms and positions in Å:
I: 1.86369 3.02073 -2.40946
I: 1.36583 0.13250 -3.38754
Au: 0.34019 0.28534 -0.61762
P: 2.46552 -0.43370 0.14160
C: 2.81073 -2.15278 -0.30255
C: 3.80814 0.57170 -0.51652
H: 4.76651 0.24164 -0.09166
H: 3.59831 -0.60301 2.26545
H: 3.61602 1.62005 -0.26277
H: 2.34244 0.67972 2.24357
H: 2.76958 -2.27359 -1.39217
H: 3.82099 0.49432 -1.60907
C: 2.58178 -0.34608 1.93615
H: 3.81074 -2.43228 0.05972
H: 1.83424 -1.01064 2.38882
H: 2.06446 -2.80620 0.16785
P: -1.78384 1.25023 -1.03573
C: -2.90873 0.09374 -1.84172
C: -2.56801 1.71817 0.51967
H: -1.01492 3.44297 -1.55586
H: -2.68913 3.16238 -2.17744
H: -1.23443 2.48047 -3.02033
C: -1.68515 2.73292 -2.05481
H: -1.83665 2.28576 1.10964
H: -3.45540 2.33409 0.31810
H: -3.87664 0.59490 -1.99671
H: -3.02967 -0.78314 -1.18611
H: -2.83925 0.81216 1.08107
H: -2.49098 -0.20690 -2.81246
C: -0.25673 -1.52199 -1.21427
O: -0.40586 -2.44121 -1.88020
Cl: -3.22964 -2.85839 3.27833
C: -1.86776 -1.73655 3.28244
Cl: -2.37256 -0.21863 4.10049
Cl: -0.45641 -2.49379 4.07432
C: -1.39764 -1.32676 1.78739
O: -2.07259 -1.74827 0.83143
O: -0.38719 -0.55986 1.77900

Charge: +2
Spin multiplicity: 3
⟨S²⟩: 2.022
LUMO (alpha / beta) (eV): -9.9230 / -10.7230

Okay, here come the natural (NBO) numbers, in e, for every atom:
1. I 0.16
2. I 0.05
3. Au 0.81
4. P 0.97
5. C -0.97
6. C -0.97
7. H 0.28
8. H 0.27
9. H 0.27
10. H 0.27
11. H 0.26
12. H 0.26
13. C -0.96
14. H 0.28
15. H 0.28
16. H 0.26
17. P 0.99
18. C -0.98
19. C -0.96
20. H 0.26
21. H 0.28
22. H 0.26
23. C -0.96
24. H 0.26
25. H 0.28
26. H 0.28
27. H 0.28
28. H 0.27
29. H 0.26
30. C 0.45
31. O -0.40
32. Cl 0.18
33. C -0.20
34. Cl 0.10
35. Cl 0.10
36. C 0.71
37. O -0.58
38. O -0.38



No. 3
2 unconnected molecules or ions with the total composition C27H32BF3O2 at a distorted geometry. Source: the OMol25 dataset; level of theory: wB97M-V/def2-TZVPD.

Atoms and positions in Å:
C: 2.01456 0.13939 3.19568
C: 2.55576 -0.56066 1.94763
C: 4.01548 -0.92443 2.13698
C: 1.56591 -1.74663 1.52231
C: 2.27697 -2.87020 0.80536
C: 0.73462 -2.38984 2.62034
O: 0.68837 -1.07691 0.63023
B: 1.28092 0.19403 0.23865
C: 0.03694 1.32089 0.41291
C: -1.29860 0.97014 0.22378
C: -2.23335 1.92374 -0.16678
C: -1.83578 3.25879 -0.21605
C: -2.70039 4.20588 -1.00331
F: -2.57493 5.49953 -0.61022
F: -2.36623 4.15917 -2.34091
F: -4.02636 3.87617 -0.93004
C: -0.62885 3.63848 0.34786
C: 0.31650 2.66172 0.70359
C: -3.49568 -1.06937 1.03530
C: -2.72923 -0.91425 2.26698
C: -3.93759 -0.02954 1.93369
O: 2.51890 0.36603 0.83689
H: 2.13072 -0.52086 4.06645
H: 2.57775 1.06040 3.37600
H: 0.95107 0.39761 3.09224
H: 4.14320 -1.76434 2.83563
H: 4.48505 -1.16524 1.17811
H: 4.54085 -0.05841 2.55199
H: 2.87676 -3.44251 1.52348
H: 1.53856 -3.54097 0.35136
H: 2.93741 -2.49660 0.01799
H: 1.38310 -2.78315 3.41511
H: 0.00937 -1.69168 3.04074
H: 0.17407 -3.23586 2.20128
H: -1.67982 -0.05953 0.27098
H: -3.22759 1.65188 -0.50934
H: -0.40171 4.69709 0.44900
H: 1.27099 2.95425 1.13490
H: -3.96993 -1.99866 0.72963
H: -2.75937 -1.62208 3.10154
H: -1.76712 -0.38932 2.20808
H: -3.65803 1.00560 1.71238
H: -4.83504 -0.12979 2.54075
C: 1.61501 -1.38236 -2.00678
C: 3.08602 -0.81966 -2.02919
C: 2.87327 0.65032 -2.03140
C: 1.57166 0.97321 -1.76807
C: 0.73187 -0.22469 -1.53167
C: -0.60603 -0.20766 -2.15351
C: -1.02135 0.83732 -2.99911
C: -2.19803 0.70805 -3.73273
C: -2.96844 -0.45446 -3.61843
C: -2.56597 -1.48092 -2.75657
C: -1.38546 -1.36158 -2.03250
H: 1.32755 -1.58666 -3.04623
H: 1.49369 -2.31202 -1.44374
H: 3.62847 -1.14415 -1.12796
H: 3.66874 -1.20334 -2.88156
H: 3.69101 1.34292 -2.24566
H: 1.16706 1.98477 -1.76609
H: -0.41784 1.74273 -3.10666
H: -2.49079 1.52628 -4.39176
H: -3.89069 -0.54422 -4.20039
H: -3.16767 -2.38274 -2.63980
H: -1.04032 -2.16107 -1.36940

LUMO (eV): -3.0330
Energy relative to the best compared isomer or geometry (same formula, charge and spin) (kJ/mol): 3.08

Okay, here come the natural (NBO) numbers, in e, for every atom:
1. C -0.64
2. C 0.26
3. C -0.63
4. C 0.25
5. C -0.64
6. C -0.62
7. O -0.74
8. B 1.11
9. C -0.30
10. C -0.23
11. C -0.15
12. C -0.20
13. C 0.98
14. F -0.33
15. F -0.34
16. F -0.33
17. C -0.19
18. C -0.23
19. C -0.09
20. C -0.47
21. C -0.46
22. O -0.78
23. H 0.21
24. H 0.22
25. H 0.22
26. H 0.21
27. H 0.22
28. H 0.22
29. H 0.21
30. H 0.21
31. H 0.21
32. H 0.21
33. H 0.22
34. H 0.22
35. H 0.24
36. H 0.23
37. H 0.22
38. H 0.22
39. H 0.21
40. H 0.22
41. H 0.25
42. H 0.25
43. H 0.22
44. C -0.42
45. C -0.46
46. C -0.10
47. C -0.25
48. C -0.03
49. C -0.08
50. C -0.21
51. C -0.20
52. C -0.23
53. C -0.23
54. C -0.14
55. H 0.22
56. H 0.23
57. H 0.22
58. H 0.23
59. H 0.22
60. H 0.25
61. H 0.22
62. H 0.22
63. H 0.22
64. H 0.21
65. H 0.22



No. 4
8 unconnected molecules or ions with the total composition C28H44F12O20 at a distorted geometry. Source: the OMol25 dataset; level of theory: wB97M-V/def2-TZVPD.

Atoms and positions in Å:
C: 0.44271 -0.74851 5.64651
O: -0.94933 -1.06918 5.37249
C: -1.08916 -1.68911 4.16968
O: -0.23589 -1.75909 3.33782
O: -2.38361 -2.09357 4.05521
C: -2.82446 -2.47661 2.77389
H: 1.11425 -1.49674 5.26487
H: 0.53659 -0.58150 6.74401
H: 0.71174 0.28577 5.24739
H: -2.59407 -1.74178 2.03487
H: -3.92024 -2.59227 2.87223
H: -2.32379 -3.43754 2.40958
C: 0.76467 2.64733 -4.29326
O: 1.08398 3.57101 -3.24137
C: 0.14373 4.50963 -3.02327
O: -0.85488 4.70727 -3.70022
O: 0.51784 5.20297 -1.92636
C: -0.32257 6.32469 -1.64778
H: 1.57178 2.66924 -5.05011
H: -0.28362 2.73471 -4.67490
H: 0.73970 1.64925 -3.89117
H: 0.34190 6.95555 -1.00978
H: -1.12202 5.93715 -1.17216
H: -0.60568 6.89153 -2.58861
C: 4.17851 0.29745 3.65468
O: 3.51579 0.53455 2.40038
C: 3.74271 1.67702 1.86368
O: 4.32337 2.62600 2.33550
O: 3.24859 1.60363 0.60807
C: 3.56849 2.77431 -0.20611
H: 3.44008 -0.26126 4.30478
H: 4.46873 1.14057 4.22190
H: 5.06222 -0.29927 3.48907
H: 2.86718 3.53936 0.14644
H: 3.36874 2.48621 -1.26364
H: 4.61279 3.08366 -0.07736
C: -3.77374 2.78111 -2.89791
O: -3.84651 1.74892 -1.94921
C: -4.07537 0.52991 -2.40809
O: -4.27597 0.15615 -3.59348
O: -4.14900 -0.33280 -1.41099
C: -4.20886 -1.72736 -1.53024
H: -4.46513 2.59282 -3.72138
H: -2.73870 2.97938 -3.25851
H: -4.02442 3.73690 -2.39119
H: -5.13419 -1.93451 -1.91735
H: -3.89843 -2.00860 -0.52568
H: -3.46460 -2.06814 -2.22681
C: 4.14726 -4.09854 2.23187
C: 2.68386 -3.64379 2.36506
O: 1.97435 -4.15022 3.53790
C: 2.40145 -3.64303 4.67663
O: 3.19280 -2.78251 4.88873
C: 1.64581 -4.29811 5.90390
F: 1.54716 -5.63183 5.79560
F: 2.28528 -4.04431 7.08471
F: 0.45391 -3.74743 5.96238
H: 4.24130 -5.19814 2.29281
H: 4.80510 -3.66619 3.09041
H: 4.47112 -3.77360 1.30296
H: 2.14061 -4.15959 1.55848
H: 2.52403 -2.55552 2.34986
C: -2.68581 -0.93888 -6.05354
C: -3.38257 -2.24431 -6.30435
O: -2.46883 -3.30190 -6.73042
C: -1.60338 -3.79306 -5.86231
O: -1.59172 -3.55150 -4.71893
C: -0.63814 -4.74095 -6.58458
F: -0.73673 -4.86570 -7.88364
F: 0.65721 -4.32752 -6.33917
F: -0.76304 -6.00504 -6.17579
H: -1.81307 -1.06824 -5.45218
H: -3.42690 -0.44764 -5.41821
H: -2.42880 -0.35380 -6.91254
H: -4.02903 -2.20287 -7.15481
H: -3.84011 -2.59716 -5.38936
C: 0.77717 4.36944 2.64162
C: 0.30479 3.21041 1.90231
O: -0.82202 2.50183 2.45210
C: -2.02686 3.00619 2.35160
O: -2.35933 3.95757 1.72909
C: -3.13563 2.15871 3.04229
F: -4.03250 1.73873 2.21367
F: -2.54354 1.09562 3.72212
F: -3.69863 2.99263 3.96075
H: -0.00326 4.98625 3.00903
H: 1.47373 4.85032 1.98522
H: 1.35115 4.05976 3.61781
H: 1.08065 2.45276 1.80863
H: 0.01160 3.49023 0.88747
C: -0.77302 0.35853 -0.11460
C: 0.32450 -0.63564 0.32375
O: 1.35158 -0.57938 -0.69219
C: 2.32554 -1.46931 -0.74616
O: 2.48967 -2.48334 -0.14598
C: 3.29633 -1.07096 -1.90922
F: 2.59707 -0.98429 -3.04816
F: 3.93196 0.07299 -1.65886
F: 4.16754 -2.08311 -2.00802
H: -0.47528 1.45262 0.03200
H: -1.64256 0.14411 0.52705
H: -1.23603 0.13434 -1.11447
H: 0.02930 -1.61427 0.51159
H: 0.67114 -0.33753 1.30195

LUMO (eV): 0.4075

Mulliken population analysis, charges in e, atoms 1 to 99:
1. C -0.08
2. O -0.39
3. C 0.82
4. O -0.32
5. O -0.40
6. C -0.18
7. H -0.28
8. H 0.36
9. H 0.12
10. H -0.21
11. H 0.30
12. H 0.29
13. C -0.69
14. O -0.27
15. C 0.89
16. O -0.61
17. O -0.24
18. C -0.84
19. H 0.31
20. H 0.35
21. H 0.18
22. H 0.22
23. H 0.41
24. H 0.31
25. C -0.63
26. O -0.07
27. C 0.50
28. O -0.63
29. O 0.16
30. C -0.59
31. H -0.01
32. H 0.45
33. H 0.28
34. H 0.10
35. H 0.12
36. H 0.37
37. C -0.61
38. O -0.19
39. C 0.83
40. O -0.72
41. O -0.28
42. C -0.50
43. H 0.33
44. H 0.17
45. H 0.24
46. H 0.40
47. H 0.03
48. H 0.25
49. C -1.36
50. C 0.48
51. O -0.34
52. C 0.30
53. O -0.51
54. C 0.84
55. F -0.27
56. F -0.28
57. F -0.16
58. H 0.35
59. H 0.27
60. H 0.46
61. H 0.31
62. H -0.02
63. C -0.72
64. C -0.36
65. O -0.33
66. C 0.41
67. O -0.51
68. C 0.84
69. F -0.24
70. F -0.25
71. F -0.26
72. H 0.28
73. H 0.18
74. H 0.36
75. H 0.35
76. H 0.31
77. C -1.41
78. C 0.08
79. O -0.08
80. C 0.36
81. O -0.53
82. C 0.84
83. F -0.22
84. F -0.22
85. F -0.27
86. H 0.49
87. H 0.36
88. H 0.27
89. H 0.04
90. H 0.23
91. C -0.18
92. C -0.31
93. O -0.10
94. C 0.27
95. O -0.51
96. C 0.76
97. F -0.23
98. F -0.20
99. F -0.25



No. 5
6 unconnected molecules or ions with the total composition C4H20N8O6 at a distorted geometry. Source: the OMol25 dataset; level of theory: wB97M-V/def2-TZVPD.

Atoms and positions in Å:
C: -2.41501 0.84754 -2.98674
O: -3.27059 1.09435 -2.16064
N: -1.23883 0.36984 -2.66278
N: -2.51658 1.12225 -4.22385
H: -0.58694 0.23457 -3.42228
H: -0.89957 0.70360 -1.77194
H: -1.63080 1.04858 -4.70352
H: -3.36287 1.46436 -4.65610
C: 2.78153 -1.51814 2.71435
O: 2.21949 -2.55124 2.40560
N: 2.56315 -0.46235 1.99815
N: 3.63795 -1.33531 3.62898
H: 1.86005 -0.46338 1.27306
H: 2.94610 0.42349 2.29605
H: 3.91032 -2.00145 4.33762
H: 3.94945 -0.37991 3.73036
C: 1.83053 -1.73153 -1.02638
O: 1.05712 -0.98616 -0.44651
N: 2.81912 -2.26197 -0.39294
N: 1.86360 -2.00914 -2.30079
H: 2.88626 -2.03122 0.58805
H: 3.44648 -2.92525 -0.82488
H: 2.74301 -2.39929 -2.60822
H: 1.32008 -1.39178 -2.88692
C: -4.46186 0.59183 1.39399
O: -5.58162 0.51891 1.11623
N: -4.05687 0.50865 2.58552
N: -3.47807 0.78508 0.63141
H: -3.07947 0.60244 2.82214
H: -4.73559 0.42541 3.32883
H: -2.47923 0.70812 0.75985
H: -3.73540 1.05906 -0.30604
O: 1.77327 2.66516 0.47077
H: 1.52501 3.56502 0.25899
H: 2.68108 2.73011 0.76724
O: -0.47733 1.07176 0.08743
H: -0.04362 0.25844 -0.17072
H: 0.23677 1.64958 0.35654

LUMO (eV): -0.1934
Energy relative to the best compared isomer or geometry (same formula, charge and spin) (kJ/mol): 325.17

Okay, here come the natural (NBO) numbers, in e, for every atom:
1. C 0.75
2. O -0.69
3. N -0.84
4. N -0.80
5. H 0.35
6. H 0.43
7. H 0.37
8. H 0.41
9. C 0.73
10. O -0.68
11. N -0.84
12. N -0.80
13. H 0.44
14. H 0.36
15. H 0.42
16. H 0.38
17. C 0.78
18. O -0.74
19. N -0.81
20. N -0.81
21. H 0.43
22. H 0.38
23. H 0.39
24. H 0.40
25. C 0.73
26. O -0.68
27. N -0.82
28. N -0.85
29. H 0.37
30. H 0.39
31. H 0.41
32. H 0.43
33. O -0.95
34. H 0.48
35. H 0.48
36. O -1.00
37. H 0.50
38. H 0.49



No. 6
2 unconnected molecules or ions with the total composition C4H5FO2 at a distorted geometry. Source: the OMol25 dataset; level of theory: wB97M-V/def2-TZVPD.

Atoms and positions in Å:
C: -1.56567 0.06955 0.80450
C: 0.29834 -0.10732 -0.52509
C: 1.13563 -0.28370 0.55178
C: 0.79827 0.27521 -1.87454
H: -2.71722 -0.58214 0.66789
H: -0.83729 -0.65477 1.84417
H: -1.46098 1.16156 1.30260
H: 2.23000 -0.49390 0.27014
H: 1.96117 0.42026 -1.84016
O: -1.06868 -0.04667 -0.44322
O: 0.10147 0.67004 -2.71717
F: 1.12495 -0.42811 1.95910

LUMO (eV): 0.1641
Energy relative to the best compared isomer or geometry (same formula, charge and spin) (kJ/mol): 495.76

Okay, here come the natural (NBO) numbers, in e, for every atom:
1. C -0.28
2. C 0.10
3. C 0.18
4. C 0.41
5. H 0.22
6. H 0.17
7. H 0.20
8. H 0.19
9. H 0.10
10. O -0.50
11. O -0.46
12. F -0.33